ORCA calculation (ωB97M-V with the def2-TZVPD basis set) on a molecular structure, C12H22BCuFI2N2O4PS.

XYZ file:
```
47
Properties=species:S:1:pos:R:3
C -0.4633 -1.7248 4.3873
C 0.9493 -1.0232 4.1031
O 1.2423 -0.6897 2.7335
B 0.3855 0.2850 2.1320
O -0.2372 1.1605 3.1511
P 0.0741 0.5986 0.2061
N -1.1987 1.7189 0.8012
C 1.5604 -0.4981 -0.3261
C 1.4168 -1.2238 -1.7663
C 2.2557 -0.4785 -2.9528
O 2.4912 -1.4294 -4.0472
C 1.3254 -1.5375 -4.8978
C 1.3775 2.0379 0.4534
C 0.7872 3.3877 1.0461
O 1.0872 3.7267 2.2271
F 0.0088 4.3692 0.3535
N -0.1886 0.9190 -1.5151
C -0.0508 2.0596 -2.0120
S -0.6786 3.4644 -2.6973
C -1.1451 -0.9293 0.1416
I -0.6206 -2.9370 0.9380
C -2.4522 -0.9127 -0.4515
C -3.1408 0.3609 -1.0999
I -3.7088 -2.7540 -0.5279
H -0.4807 -2.8177 4.0105
H -0.6068 -1.8131 5.5350
H -1.3795 -1.1638 4.0031
H 1.1403 -0.1655 4.8580
H 1.7395 -1.8219 4.4013
H -1.1555 0.8707 3.3264
H -1.9951 1.2013 1.2299
H -1.6335 2.3073 0.0892
H 1.8294 -1.3398 0.3938
H 2.5584 0.0895 -0.4202
H 0.3656 -1.5288 -2.0733
H 1.9900 -2.2336 -1.6792
H 1.7267 0.4492 -3.3557
H 3.2956 -0.2443 -2.5272
H 0.7988 -2.5351 -4.6261
H 0.5936 -0.6652 -4.7913
H 1.6601 -1.5721 -6.0032
H 2.0814 1.6324 1.2877
H 2.0928 2.1959 -0.4161
H -2.6305 0.7625 -2.0584
H -4.1916 0.0365 -1.4834
H -3.3940 1.2149 -0.3580
Cu -5.4817 -0.8094 0.2769
```

HOMO-LUMO gap	4.7	eV
HOMO	-0.2946	Ha
LUMO	-0.1225	Eh

Here is what Löwdin gives for the atomic charges, in e:
1 C -0.130
2 C -0.248
3 O -0.069
4 B -0.603
5 O 0.015
6 P 0.498
7 N -0.112
8 C -0.292
9 C -0.225
10 C -0.205
11 O -0.247
12 C -0.134
13 C -0.179
14 C -0.352
15 O 0.043
16 F -0.032
17 N -0.091
18 C -0.717
19 S 0.577
20 C -0.628
21 I 0.872
22 C -0.725
23 C -0.196
24 I 0.859
25 H 0.038
26 H 0.089
27 H 0.065
28 H 0.136
29 H 0.132
30 H 0.079
31 H 0.048
32 H 0.028
33 H 0.051
34 H 0.097
35 H 0.087
36 H 0.119
37 H 0.101
38 H 0.129
39 H 0.097
40 H 0.091
41 H 0.096
42 H 0.116
43 H 0.100
44 H 0.099
45 H 0.027
46 H 0.083
47 Cu 0.417


ORCA calculation (ωB97M-V with the def2-TZVPD basis set) on a molecular structure, C12H22Br2F6NO14S2Zr.

XYZ file:
```
60
Properties=species:S:1:pos:R:3
Zr 1.1245 -1.9576 -2.4009
C -3.1072 -2.1990 -0.5432
F -2.8446 -0.8951 -0.5291
F -3.5368 -2.5968 0.6401
F -4.0050 -2.4702 -1.4701
S -1.5512 -3.2182 -0.7765
O -0.6630 -2.8001 0.2670
O -1.8944 -4.5952 -0.7870
N -0.8495 -2.7479 -2.3226
S -1.7465 -3.3986 -3.5923
O -0.7876 -3.8893 -4.5443
O -2.8613 -4.1795 -3.2279
C -2.5247 -1.8771 -4.3218
F -2.6106 -0.9269 -3.4014
F -1.8023 -1.4324 -5.3580
F -3.7344 -2.2145 -4.7370
C 4.7802 0.1081 -1.8283
C 3.5266 -0.6013 -2.1466
O 3.3304 -1.8113 -1.7353
O 2.5461 -0.0685 -2.7380
H 4.5881 1.1785 -1.8138
H 5.4941 -0.0631 -2.6363
H 5.1558 -0.2583 -0.8809
C -0.2804 1.1896 0.0092
C 0.1338 0.1261 -0.9115
O 0.8648 -0.8594 -0.4921
O -0.1953 0.0841 -2.1248
H 0.5813 1.6627 0.4840
H -1.0886 1.0473 0.7203
H -0.6422 2.0069 -0.6296
Br -1.6333 8.0228 2.6823
C -0.7740 6.4203 2.0494
C -0.8680 5.3779 3.1234
Br -0.2279 3.6892 2.3945
H 0.2557 6.6746 1.8257
H -1.2802 6.1183 1.1399
H -1.8877 5.2002 3.4377
H -0.2297 5.6241 3.9629
C 2.7946 -0.3777 4.1475
C 1.5279 0.2525 3.6351
C 0.4246 -0.7038 3.2994
O -0.7473 -0.1109 3.8252
C -0.4027 0.8577 4.7187
O -1.1655 1.4890 5.3581
O 0.9334 1.0218 4.7236
H 3.4697 0.4027 4.5032
H 3.3535 -0.8803 3.3529
H 2.5824 -1.0861 4.9444
H 1.6996 1.0184 2.8739
H 0.5813 -1.6766 3.7733
H 0.3249 -0.8672 2.2249
O 0.5907 -1.1991 -4.4013
H 0.6881 -0.2446 -4.5662
H 0.5630 -1.6460 -5.2635
O -3.6160 2.1226 -0.4677
H -3.9966 2.1947 -1.3487
H -3.6784 1.1899 -0.2440
O 1.6280 -3.4962 -0.8752
H 1.2267 -4.3372 -0.6112
H 2.4631 -3.3940 -0.3896
```

HOMO-LUMO gap	6.7	eV
charge	+1
HOMO	-0.4345	Ha
LUMO	-0.1890	Eh

Here is what Löwdin gives for the atomic charges, in e:
1 Zr 2.078
2 C -0.660
3 F 0.158
4 F 0.189
5 F 0.178
6 S 0.686
7 O -0.272
8 O -0.219
9 N -0.438
10 S 0.647
11 O -0.270
12 O -0.211
13 C -0.661
14 F 0.148
15 F 0.132
16 F 0.182
17 C 0.043
18 C -0.619
19 O -0.137
20 O -0.068
21 H 0.104
22 H 0.111
23 H 0.102
24 C -0.010
25 C -0.618
26 O -0.140
27 O -0.049
28 H 0.060
29 H 0.092
30 H 0.101
31 Br 0.661
32 C -0.741
33 C -0.675
34 Br 0.727
35 H 0.055
36 H 0.048
37 H 0.057
38 H 0.063
39 C -0.019
40 C -0.317
41 C -0.115
42 O 0.060
43 C -0.602
44 O 0.172
45 O 0.064
46 H 0.093
47 H 0.086
48 H 0.095
49 H 0.136
50 H 0.139
51 H 0.112
52 O -0.110
53 H 0.125
54 H 0.119
55 O -0.043
56 H 0.042
57 H 0.007
58 O -0.111
59 H 0.118
60 H 0.114


ORCA calculation (ωB97M-V with the def2-TZVPD basis set) on a molecular structure, C12H22Cl8MgO4.

XYZ file:
```
47
Properties=species:S:1:pos:R:3
Mg -7.4786 -9.7051 6.0400
C -5.3008 -4.5899 2.5269
C -5.7819 -5.8369 3.3130
O -6.7439 -5.8118 4.0984
O -5.3428 -6.9888 3.2612
H -5.8775 -4.5225 1.6045
H -4.2707 -4.6428 2.1746
H -5.3987 -3.6273 3.0289
C -11.2806 -6.1299 10.2387
C -11.1793 -7.6726 10.2236
O -11.9316 -8.3824 10.9311
O -10.3520 -8.2614 9.5062
H -11.4923 -5.6400 11.1891
H -12.1500 -5.8975 9.6236
H -10.3912 -5.6508 9.8294
Cl -3.4673 4.0289 0.7348
C -2.8044 2.4822 0.2280
C -3.5425 1.8825 -0.9169
Cl -2.8491 0.3436 -1.4370
H -2.7960 1.8164 1.0910
H -1.8029 2.6403 -0.1719
H -3.5424 2.5433 -1.7838
H -4.5665 1.6907 -0.5966
Cl -8.1975 1.6675 5.6661
C -8.1369 1.0558 7.3274
C -6.8730 1.6290 8.0111
Cl -5.4074 0.7598 7.4959
H -8.1585 -0.0340 7.3359
H -9.0180 1.5136 7.7770
H -7.0343 1.4820 9.0790
H -6.6827 2.6799 7.7932
Cl 2.2330 -7.3646 4.3032
C 1.0878 -6.6634 3.2270
C 0.5711 -7.6636 2.1335
Cl 1.8835 -8.0838 1.0413
H 1.4698 -5.7549 2.7613
H 0.2118 -6.4842 3.8502
H -0.2794 -7.2341 1.6041
H 0.2245 -8.5157 2.7182
Cl -14.5007 -5.3866 2.8382
C -12.7360 -5.1197 2.7223
C -12.3627 -3.7788 2.0543
Cl -13.0115 -3.6451 0.3668
H -12.2511 -5.9728 2.2478
H -12.3978 -4.9949 3.7510
H -11.3052 -3.5154 2.0706
H -12.8776 -3.0086 2.6284
```

HOMO-LUMO gap	2.1	eV
HOMO	-0.2911	Ha
energy relative to the best compared isomer or geometry (same formula, charge and spin)	11.9685	eV
LUMO	-0.2130	Eh

Here is what Löwdin gives for the atomic charges, in e:
1 Mg 0.724
2 C 0.012
3 C -0.699
4 O 0.051
5 O 0.065
6 H 0.078
7 H 0.072
8 H 0.078
9 C -0.005
10 C -0.707
11 O 0.068
12 O 0.043
13 H 0.074
14 H 0.075
15 H 0.070
16 Cl 0.575
17 C -0.715
18 C -0.708
19 Cl 0.562
20 H 0.074
21 H 0.069
22 H 0.073
23 H 0.070
24 Cl 0.534
25 C -0.657
26 C -0.669
27 Cl 0.530
28 H 0.070
29 H 0.063
30 H 0.069
31 H 0.061
32 Cl 0.582
33 C -0.725
34 C -0.673
35 Cl 0.551
36 H 0.069
37 H 0.061
38 H 0.071
39 H 0.063
40 Cl 0.527
41 C -0.654
42 C -0.630
43 Cl 0.493
44 H 0.069
45 H 0.064
46 H 0.072
47 H 0.058


ORCA calculation (ωB97M-V with the def2-TZVPD basis set) on a molecular structure, C12H22CrO7P2.

XYZ file:
```
44
Properties=species:S:1:pos:R:3
Cr 0.5275 -0.1291 0.1941
C 2.6759 0.1174 0.6496
C 2.5721 -0.4927 -0.6500
C 1.9148 0.4355 -1.4660
C 1.4610 1.5612 -0.6828
C 2.0987 1.4528 0.5472
C 1.8938 2.4048 1.6916
C 0.6544 2.7729 -1.2564
C 1.3697 0.2474 -2.8083
C 2.8941 -1.9093 -0.8565
C 3.0730 -0.4625 1.9321
H 2.7113 3.0704 1.8987
H 1.4734 1.9262 2.5941
H 1.1673 3.1318 1.3248
H 0.6163 2.7427 -2.3506
H 1.1965 3.6229 -0.9923
H -0.3512 2.8978 -0.7311
H 1.6047 -0.7052 -3.2921
H 1.7810 1.0201 -3.5112
H 0.3267 0.4018 -2.7576
H 2.2697 -2.3928 -1.7004
H 2.7342 -2.5313 0.0048
H 3.9037 -1.9434 -1.1440
H 2.5410 -1.3585 2.2401
H 2.9530 0.2470 2.7552
H 4.1225 -0.7381 1.9240
C -2.7122 -2.1093 1.6838
C -3.0233 -1.1836 0.5085
O -4.3820 -1.1744 0.1531
P -2.6128 0.5305 0.9754
O -3.2906 1.5570 -0.0071
O -3.2591 0.8207 2.4119
O -1.1007 0.5408 1.0643
P -1.9255 -1.2908 -0.9851
O -2.2936 -2.6220 -1.7047
O -2.0201 -0.0086 -1.7306
O -0.4184 -1.5375 -0.6042
H -3.3708 -1.8022 2.5416
H -1.6484 -2.1288 1.9995
H -3.0646 -3.0394 1.2781
H -4.7299 -2.0804 -0.0841
H -3.4261 1.2592 -0.9190
H -4.0985 1.2799 2.3670
H -2.8084 -2.4011 -2.5052
```

HOMO-LUMO gap (spin up / spin down)	8.4 / 9.1	eV
charge	+1
expectation value of S²	3.91
HOMO (spin up / spin down)	-0.4556 / -0.4500	Ha
2S+1	4
LUMO (spin up / spin down)	-0.1454 / -0.1167	Eh

Here is what Löwdin gives for the atomic charges, in e:
1 Cr 0.900
2 C -0.236
3 C -0.245
4 C -0.236
5 C -0.256
6 C -0.230
7 C -0.004
8 C 0.032
9 C -0.011
10 C -0.006
11 C -0.011
12 H 0.092
13 H 0.101
14 H 0.081
15 H 0.089
16 H 0.059
17 H 0.116
18 H 0.101
19 H 0.122
20 H 0.061
21 H 0.130
22 H 0.088
23 H 0.082
24 H 0.098
25 H 0.091
26 H 0.106
27 C -0.032
28 C -0.615
29 O -0.042
30 P 0.566
31 O -0.072
32 O -0.053
33 O -0.318
34 P 0.386
35 O -0.070
36 O -0.275
37 O -0.353
38 H 0.110
39 H 0.101
40 H 0.086
41 H 0.147
42 H 0.093
43 H 0.105
44 H 0.119


ORCA calculation (ωB97M-V with the def2-TZVPD basis set) on a molecular structure, C12H22INO10P2SYb.

XYZ file:
```
50
Properties=species:S:1:pos:R:3
C -0.3547 -3.7186 -1.2178
C -0.5205 -2.6370 -0.7427
C -0.7165 -1.3149 -0.1623
P -0.8262 -1.7423 1.7173
N -0.3568 -0.2922 2.4789
O 0.6207 -2.4936 1.7014
C 0.5666 -0.4265 -0.4109
O 1.6000 -1.1665 -0.8953
C 2.8568 -1.0309 -0.2310
C 3.5458 0.3003 -0.4601
O 4.8921 0.0674 -0.1305
C 5.5936 1.2417 0.2378
C 7.0787 0.9305 0.3449
S 0.4226 1.0812 -1.4824
O 0.8011 2.2188 -0.7053
O 0.9832 0.8456 -2.7561
O -1.1913 1.2843 -1.7394
C -2.0570 0.7916 -0.7576
O -1.6816 1.2357 0.4880
P -3.6149 1.7424 -1.3359
C -4.2451 2.4383 0.2212
O -4.9621 0.6390 -1.6915
C -2.0754 -0.7458 -0.7578
I -2.2970 -1.2911 -2.8487
C -3.2685 -1.4153 -0.0704
O -3.6563 -0.5993 1.0339
O -4.6034 -1.3569 1.7940
H -0.1492 -4.6645 -1.6474
H -1.1031 0.0499 3.0685
H 0.4974 -0.3823 3.0147
H 0.8089 -2.8784 2.5640
H 0.8297 0.0346 0.5448
H 3.4939 -1.8141 -0.6287
H 2.7436 -1.2326 0.8343
H 3.1388 1.0739 0.1990
H 3.4396 0.6120 -1.5027
H 5.4258 2.0254 -0.5055
H 5.2159 1.6165 1.1941
H 7.6267 1.3174 -0.5087
H 7.5033 1.3567 1.2479
H 7.2182 -0.1470 0.3601
H -1.2519 2.1047 0.4248
H -4.1958 1.7520 1.0644
H -3.6214 3.3041 0.4449
H -5.2603 2.8431 0.0715
H -5.6581 0.8664 -1.0600
H -4.1213 -1.5249 -0.7379
H -2.9946 -2.4187 0.2487
H -5.4380 -1.2246 1.3245
Yb -6.9430 2.0161 -2.1869
```

HOMO-LUMO gap	2.5	eV
charge	+2
HOMO	-0.4727	Ha
LUMO	-0.3805	Eh

Here is what Löwdin gives for the atomic charges, in e:
1 C 0.168
2 C -0.261
3 C -0.444
4 P 0.948
5 N -0.146
6 O -0.253
7 C -0.339
8 O -0.099
9 C -0.119
10 C -0.204
11 O -0.141
12 C -0.268
13 C -0.056
14 S 0.704
15 O -0.239
16 O -0.202
17 O -0.326
18 C -0.761
19 O 0.007
20 P 1.065
21 C -0.256
22 O -0.474
23 C -0.625
24 I 1.189
25 C -0.298
26 O -0.206
27 O 0.019
28 H 0.059
29 H 0.044
30 H 0.060
31 H 0.079
32 H 0.109
33 H 0.147
34 H 0.126
35 H 0.121
36 H 0.135
37 H 0.121
38 H 0.117
39 H 0.074
40 H 0.073
41 H 0.079
42 H 0.132
43 H 0.059
44 H 0.072
45 H 0.015
46 H -0.076
47 H 0.069
48 H 0.112
49 H 0.093
50 Yb 1.801


ORCA calculation (ωB97M-V with the def2-TZVPD basis set) on C12H22N4O2S in the gas phase.

XYZ file:
```
41
Properties=species:S:1:pos:R:3
N 5.4706 3.2369 0.9742
C 5.6808 1.8453 0.4156
C 4.4874 0.8600 0.4612
N 3.2655 1.4650 -0.2039
C 2.4039 0.7019 -0.9726
O 2.7089 -0.4788 -0.9676
C 1.3547 1.3775 -1.8528
C -0.0433 1.5692 -1.2242
C -0.9033 0.2919 -1.1761
C -2.3333 0.5572 -0.5061
C -3.1490 -0.7200 -0.6249
S -4.7463 -0.3744 0.0079
C -5.0565 -2.1920 0.1974
C -3.7036 -2.8488 0.4073
N -3.5161 -3.1906 1.7505
C -2.4451 -2.5212 2.2918
O -2.2943 -2.2935 3.5149
N -1.8629 -1.6450 1.4658
C -2.5070 -1.9177 0.1437
H 6.2317 3.9284 0.6795
H 5.3089 3.3076 2.0030
H 6.0840 1.9319 -0.6090
H 6.4832 1.2957 0.9882
H 4.2206 0.5862 1.4786
H 4.8736 -0.0622 0.0332
H 3.4110 2.4417 -0.3933
H 1.1891 0.7978 -2.7599
H 1.7315 2.3467 -2.0808
H 0.1263 1.9644 -0.2090
H -0.5123 2.2967 -1.8810
H -0.2841 -0.3660 -0.6347
H -1.0875 -0.1225 -2.1839
H -2.1118 0.9367 0.5019
H -2.8000 1.4702 -0.9410
H -3.2017 -1.1239 -1.6385
H -5.8035 -2.2600 0.9747
H -5.5803 -2.5787 -0.7705
H -3.5013 -3.6828 -0.3177
H -4.1261 -3.8018 2.2743
H -1.7587 -0.7819 1.9251
H -1.7038 -2.2470 -0.5411
```

HOMO-LUMO gap	9.5	eV
structure (SMILES)	NCCNC(=O)CCCC[C@@H]1SC[C@@H]2NC(=O)N[C@@H]21
HOMO	-0.3255	Ha
energy relative to the best compared isomer or geometry (same formula, charge and spin)	0.0000	eV
LUMO	0.0235	Eh

Here is what Löwdin gives for the atomic charges, in e:
1 N -0.046
2 C -0.266
3 C -0.166
4 N 0.060
5 C -0.469
6 O 0.034
7 C -0.106
8 C -0.199
9 C -0.181
10 C -0.223
11 C -0.620
12 S 0.927
13 C -0.371
14 C -0.357
15 N 0.122
16 C -0.533
17 O 0.004
18 N 0.147
19 C -0.229
20 H 0.087
21 H 0.073
22 H 0.109
23 H 0.107
24 H 0.109
25 H 0.107
26 H 0.104
27 H 0.123
28 H 0.098
29 H 0.124
30 H 0.107
31 H 0.087
32 H 0.124
33 H 0.107
34 H 0.116
35 H 0.120
36 H 0.064
37 H 0.108
38 H 0.159
39 H 0.162
40 H 0.129
41 H 0.148